<one>
DFT (ωB97M-V/def2-TZVPD) results for 3 unconnected molecules or ions with the total composition C4H8ClNO.

The HOMO-LUMO gap is 11.33 eV. The LUMO energy comes out at 0.024 hartree.

Structure (XYZ):
```
15
C4H8ClNO (ωB97M-V/def2-TZVPD)
Cl -4.06 0.88 0.03
O -1.09 0.37 0.43
N 3.18 -0.31 0.94
C 2.45 1.79 -0.38
C 2.87 0.62 0.36
C -1.64 -1.91 -0.06
C -0.75 -0.78 0.28
H 1.61 2.25 0.13
H -1.52 -2.12 -1.12
H -2.68 -1.68 0.13
H 3.28 2.50 -0.43
H -1.33 -2.81 0.48
H -2.78 0.75 0.23
H 0.32 -1.05 0.38
H 2.16 1.49 -1.38
```

Löwdin atomic charge list, values in e, 2 entries: atom 1 (Cl): 0.264, atom 2 (O): -0.012

=====

<two>
DFT (ωB97M-V/def2-TZVPD) results for 3 unconnected molecules or ions with the total composition C4H8ClNO.

The HOMO-LUMO gap is 10.52 eV. The LUMO energy comes out at 0.024 hartree.

Structure (XYZ):
```
15
C4H8ClNO (ωB97M-V/def2-TZVPD)
Cl -0.85 2.84 -1.04
O 1.67 1.08 -0.84
N -0.82 -1.31 0.88
C 2.12 0.13 -0.25
C 1.96 -0.31 1.19
C -1.95 -1.22 0.79
C -3.36 -1.17 0.79
H -3.73 -1.78 1.56
H 0.95 -0.93 1.05
H 1.69 0.53 1.98
H 2.86 -0.70 1.59
H 0.15 2.02 -1.04
H 2.66 -0.66 -0.70
H -3.70 -1.47 -0.17
H -3.63 -0.18 0.97
```

Löwdin atomic charge list, values in e, 2 entries: atom 1 (Cl): 0.247, atom 2 (O): -0.014

=====

<three>
DFT (ωB97M-V/def2-TZVPD) results for a single C4H8ClNO molecule.

The HOMO-LUMO gap is 9.28 eV. The LUMO energy comes out at 0.029 hartree.

Structure (XYZ):
```
15
C4H8ClNO (ωB97M-V/def2-TZVPD)
Cl -0.31 2.17 -0.11
O -1.67 -0.92 -0.01
N 2.49 -0.83 -0.16
C 1.83 0.51 0.25
C -2.95 -0.11 -0.01
C -0.44 -0.58 0.06
C 0.32 0.50 0.12
H 2.32 1.52 -0.24
H -3.01 0.42 -0.92
H 2.19 0.66 1.43
H 2.24 -1.05 -1.16
H -3.11 0.56 0.92
H -3.85 -0.87 -0.20
H 0.27 -1.44 0.40
H 3.67 -0.53 -0.39
```

Löwdin atomic charge list, values in e, 2 entries: atom 1 (Cl): 0.577, atom 2 (O): -0.099

=====

<four>
DFT (ωB97M-V/def2-TZVPD) results for 2 unconnected molecules or ions with the total composition C4H8ClNO.

The HOMO-LUMO gap (spin up / spin down) is 8.88 / 8.88 eV. The LUMO energy (spin up / spin down) comes out at 0.003 / 0.003 hartree.

Structure (XYZ):
```
15
C4H8ClNO (ωB97M-V/def2-TZVPD)
Cl -1.23 1.27 1.45
O -1.40 -2.50 1.52
N -2.34 -1.93 1.05
C 0.01 1.53 0.19
C 0.74 0.26 -0.22
C -0.03 -0.38 -1.34
C 2.00 0.03 0.26
H -1.17 -0.30 -1.21
H 0.69 2.24 0.70
H 0.38 -1.26 -1.73
H -2.37 -0.86 1.03
H 2.37 0.53 1.17
H 0.08 0.32 -2.16
H 2.71 -0.80 0.04
H -0.43 1.84 -0.74
```

Löwdin atomic charge list, values in e, 2 entries: atom 1 (Cl): 0.581, atom 2 (O): -0.060

=====

Bottom line: <one>, by a margin of 91.5 kJ/mol.

=====

<one>
DFT (ωB97M-V/def2-TZVPD) results for 2 unconnected molecules or ions with the total composition C2H5ClOS.

The HOMO-LUMO gap is 10.06 eV. The LUMO energy comes out at 0.021 hartree.

Structure (XYZ):
```
10
C2H5ClOS (ωB97M-V/def2-TZVPD)
Cl -1.98 -0.86 -0.12
S -0.87 1.73 0.56
O 0.06 0.21 -1.72
C 0.64 -0.58 0.59
C -0.63 0.07 0.06
H 0.76 -0.63 1.65
H 1.53 -0.19 0.20
H -0.62 0.05 -2.37
H 0.46 1.81 0.87
H 0.64 -1.61 0.31
```

Löwdin atomic charge list, values in e, 2 entries: atom 1 (Cl): 0.744, atom 2 (S): 0.790

=====

<two>
DFT (ωB97M-V/def2-TZVPD) results for a single C2H5ClOS molecule.

The HOMO-LUMO gap is 10.17 eV. The LUMO energy comes out at 0.021 hartree.

Structure (XYZ):
```
10
C2H5ClOS (ωB97M-V/def2-TZVPD)
Cl -1.73 -1.30 0.26
S -1.05 1.49 0.22
O -0.24 -0.09 -1.65
C 0.85 -0.64 0.68
C -0.56 -0.09 -0.35
H -0.64 0.54 -2.21
H 0.48 -1.33 1.49
H 1.04 0.32 1.08
H 1.65 -0.94 0.13
H 0.22 2.04 0.36
```

Löwdin atomic charge list, values in e, 2 entries: atom 1 (Cl): 0.578, atom 2 (S): 0.749

=====

Bottom line: <two>, by a margin of 55.2 kJ/mol.

=====

<one>
DFT (ωB97M-V/def2-TZVPD) results for a molecular structure, C3H5NO3P.

The HOMO-LUMO gap is 7.91 eV. The LUMO energy comes out at 0.146 hartree. As for the total charge: -1.

Structure (XYZ):
```
13
C3H5NO3P (ωB97M-V/def2-TZVPD)
P -1.44 1.59 1.24
O -0.89 2.12 2.54
O -0.45 2.64 -0.06
O 1.65 2.73 -0.88
N -0.58 0.13 0.94
C 0.71 2.15 -0.23
C 1.13 0.96 0.49
C -0.95 -0.52 -0.26
H -1.79 -1.18 -0.11
H -0.38 -1.23 -0.69
H 1.83 0.16 0.12
H 1.59 1.10 1.47
H -1.19 0.27 -1.05
```

Löwdin atomic charge list, values in e, 2 entries: atom 1 (P): 0.635, atom 2 (O): -0.540

=====

<two>
DFT (ωB97M-V/def2-TZVPD) results for 2 unconnected molecules or ions with the total composition C3H5NO3P.

The HOMO-LUMO gap is 7.87 eV. The LUMO energy comes out at 0.130 hartree. As for the total charge: -1.

Structure (XYZ):
```
13
C3H5NO3P (ωB97M-V/def2-TZVPD)
P 0.47 1.77 -2.19
O -0.38 0.80 1.93
O -2.81 0.84 1.63
O 0.26 2.03 -3.67
N 0.24 0.22 -1.80
C -0.58 -1.64 1.08
C -0.66 -0.15 0.79
C -1.65 0.52 1.52
H -0.28 0.18 -0.22
H 0.41 -2.01 1.03
H 0.11 -0.53 -2.45
H -1.01 -1.72 2.02
H -1.05 -2.39 0.42
```

Löwdin atomic charge list, values in e, 2 entries: atom 1 (P): 0.452, atom 2 (O): 0.084

=====

Bottom line: <one>, by a margin of 56.6 kJ/mol.

=====

<one>
DFT (ωB97M-V/def2-TZVPD) results for 14 unconnected molecules or ions with the total composition H29O14.

The HOMO-LUMO gap is 10.57 eV. The LUMO energy comes out at -0.116 hartree. As for the total charge: +1.

Structure (XYZ):
```
43
H29O14 (ωB97M-V/def2-TZVPD)
O -0.97 0.36 -0.83
O 1.84 1.32 -0.97
O -3.60 0.41 3.30
O -3.51 -3.96 -1.30
O -2.86 1.10 -2.53
O 0.97 -2.50 -2.49
O -0.42 -1.76 2.11
O 3.29 1.06 2.25
O -1.07 -3.54 -0.27
O 0.90 -1.24 -0.37
O -0.21 4.94 -1.17
O 2.03 2.93 -3.34
O 3.19 -1.68 2.94
O 0.51 2.49 2.71
H -3.07 -3.36 -1.90
H 1.95 1.93 -1.72
H 1.62 1.98 -0.30
H -0.99 -3.78 0.66
H 3.19 -0.74 3.18
H -3.78 -3.41 -0.55
H 0.83 -1.83 -1.23
H -2.84 1.05 -3.49
H -1.86 0.13 -1.07
H -0.72 4.31 -1.71
H -0.85 5.08 -0.46
H 2.91 2.99 -2.96
H 0.12 -2.96 -2.50
H 1.16 2.99 2.21
H -2.66 0.49 3.06
H 0.11 -1.92 2.89
H 0.92 2.26 3.55
H 0.48 -1.75 0.33
H 2.04 2.65 -4.26
H -4.02 0.94 2.62
H 4.08 0.71 1.81
H -0.58 0.99 -1.45
H 3.64 1.75 2.84
H -3.58 0.54 -2.23
H 3.23 -2.09 3.81
H -1.79 -4.10 -0.63
H -1.30 -2.12 2.21
H 0.37 -0.36 -0.39
H 0.92 -2.01 -3.33
```

Löwdin atomic charge list, values in e, 2 entries: atom 1 (O): -0.023, atom 2 (O): -0.047

=====

<two>
DFT (ωB97M-V/def2-TZVPD) results for 14 unconnected molecules or ions with the total composition H29O14.

The HOMO-LUMO gap is 10.51 eV. The LUMO energy comes out at -0.130 hartree. As for the total charge: +1.

Structure (XYZ):
```
43
H29O14 (ωB97M-V/def2-TZVPD)
O 0.13 -0.85 -1.43
O -4.37 2.21 -1.69
O 2.63 -0.12 4.74
O 1.21 -4.33 1.48
O -0.10 -0.36 1.49
O -0.59 3.49 -0.09
O -2.28 0.84 0.39
O 1.64 0.87 -4.09
O 3.57 3.05 1.69
O -1.10 1.18 -2.29
O 0.64 -3.94 -2.53
O 2.15 1.65 -1.11
O -1.67 -4.58 -0.08
O -1.70 1.70 3.01
H -0.48 0.33 -1.77
H 1.14 -4.28 -1.74
H 2.43 1.37 -0.26
H 3.34 -0.40 4.15
H -0.71 1.81 -2.92
H 0.05 -4.63 -2.75
H -3.71 1.68 -1.35
H -1.72 1.66 -1.65
H 1.45 -0.10 -3.89
H -0.88 0.08 1.78
H -0.22 -1.10 -0.47
H 2.99 2.39 1.36
H -0.39 -1.53 -1.92
H 2.51 0.81 4.92
H 0.34 -0.55 2.37
H 1.66 0.79 -5.09
H -1.91 2.27 3.73
H -1.40 -4.27 0.78
H -4.23 2.54 -2.58
H 1.98 -4.84 1.57
H -0.01 3.10 0.59
H -2.49 -0.07 0.41
H -1.89 -3.74 -0.54
H -0.96 1.12 3.14
H 0.88 -4.11 2.36
H 3.96 3.46 0.88
H -1.41 3.09 -0.09
H 1.98 1.01 -1.79
H -2.45 1.27 1.31
```

Löwdin atomic charge list, values in e, 2 entries: atom 1 (O): 0.005, atom 2 (O): -0.001

=====

Bottom line: <one>, by a margin of 196.0 kJ/mol.